Entry w
41
Properties=species:S:1:pos:R:3 method="wB97M-V/def2-TZVPD" mol_weight_g_mol=225.28 smiles="CCCC/C=C/N.O.O.O.O.O.O.O" gap_ha=0.3124 multiplicity=1
C 2.645 -1.819 -3.088
C 1.368 -2.002 -2.306
C 1.539 -1.998 -0.782
C 2.315 -0.759 -0.207
C 1.617 0.569 -0.450
C 1.022 1.329 0.471
N 0.488 2.571 0.312
H 2.406 -1.772 -4.208
H 3.289 -0.921 -2.980
H 3.312 -2.631 -2.848
H 0.729 -1.118 -2.648
H 0.812 -2.946 -2.495
H 2.228 -2.865 -0.423
H 0.557 -2.184 -0.351
H 2.466 -0.958 0.880
H 3.345 -0.755 -0.621
H 1.694 0.701 -1.533
H 1.079 0.943 1.561
H 0.573 2.998 -0.587
H -0.061 3.037 1.022
O -2.279 2.002 -2.232
H -1.743 1.263 -1.832
H -2.565 1.527 -3.019
O -2.072 0.146 1.425
H -1.526 0.388 2.219
H -2.941 0.547 1.429
O -0.916 4.417 -1.759
H -0.435 4.264 -2.596
H -1.338 3.544 -1.827
O 0.385 -2.179 3.047
H -0.487 -2.509 2.684
H 0.970 -2.378 2.313
O -1.074 -0.110 -1.328
H -1.344 -0.659 -0.586
H -0.172 0.136 -0.981
O -0.748 0.203 3.664
H -0.245 -0.530 3.281
H -0.607 0.379 4.595
O -2.233 -2.304 2.436
H -2.237 -1.395 1.996
H -2.333 -3.004 1.791


Entry x
41
Properties=species:S:1:pos:R:3 method="wB97M-V/def2-TZVPD" mol_weight_g_mol=225.28 smiles=CCCCNCCO.O.O.O.O.O.O gap_ha=0.3421 multiplicity=1
C 2.365 0.227 -2.207
C 0.983 0.686 -2.361
C 0.726 1.795 -1.319
C 0.824 1.350 0.216
N -0.477 0.822 0.616
C -1.341 2.038 1.041
C -2.412 2.308 0.060
O -1.652 3.198 -0.804
H 2.878 0.183 -3.236
H 2.298 -0.768 -1.813
H 2.913 0.838 -1.600
H 0.832 1.165 -3.328
H 0.155 -0.170 -2.263
H -0.346 2.232 -1.531
H 1.280 2.682 -1.590
H 1.569 0.542 0.245
H 1.271 2.157 0.829
H -0.975 0.309 -0.075
H -0.735 2.943 1.112
H -1.684 1.755 2.119
H -3.327 2.873 0.481
H -2.830 1.384 -0.321
H -2.169 3.642 -1.417
O 2.988 -0.541 2.740
H 2.449 -1.231 2.266
H 3.452 -1.085 3.404
O -2.048 -4.003 -0.330
H -2.576 -3.496 0.263
H -1.114 -3.793 -0.134
O -2.086 -1.786 2.029
H -2.401 -1.529 1.206
H -1.246 -1.689 2.212
O 1.230 -2.650 -0.011
H 1.065 -2.392 0.880
H 2.115 -2.330 -0.380
O 0.561 -1.348 2.359
H 0.353 -0.997 1.381
H 0.722 -0.484 2.722
O -1.472 -1.283 -1.086
H -1.653 -2.187 -1.374
H -0.483 -1.368 -1.001


Which of them is least stable? Easy: entry x.